# C5H4NO5Pt

C5H4NO5Pt as an isolated structure at a distorted geometry (wB97M-V/def2-TZVPD, OMol25).

Summary:
lowest unoccupied orbital energy (spin up / spin down) = -4.071 / -5.724 eV
E_HOMO (spin up / spin down) = -0.387 / -0.536 Eh
orbital gap (spin up / spin down) = 6.47 / 8.85 eV
E = -20211.511 eV

ORCA input file:
```
! wB97M-V def2-TZVPD RIJCOSX def2/J DEFGRID3
* xyz 1 3
O -1.02 2.69 2.78
C -0.95 1.72 2.24
Pt -0.28 -0.40 -0.36
O 0.44 -1.97 2.39
C 0.20 -1.27 1.53
C 0.24 -1.73 -1.25
O 0.49 -2.55 -2.04
C -0.72 0.81 -2.20
O -0.65 1.08 -3.28
C -2.23 -0.77 0.14
O -3.33 -1.07 0.21
H -0.58 0.93 0.48
N 1.81 0.55 -0.09
H 1.95 1.27 -0.88
H 2.51 -0.22 -0.38
H 2.13 0.93 0.69
*
```

natural (NBO) atomic charge list, values in e, 8 entries: O -0.4459; C 0.4570; Pt 0.6422; O -0.3752; C 0.4950; C 0.3848; O -0.3812; C 0.4824


# C52H74BIrN9S

C52H74BIrN9S as an isolated structure (wB97M-V/def2-TZVPD, OMol25).

Summary:
lowest unoccupied orbital energy (spin up / spin down) = -6.142 / -7.844 eV
E_HOMO (spin up / spin down) = -0.497 / -0.497 Eh
orbital gap (spin up / spin down) = 7.39 / 5.69 eV
E = -82878.245 eV

ORCA input file:
```
! wB97M-V def2-TZVPD RIJCOSX def2/J DEFGRID3
* xyz 2 2
Ir -0.09 0.07 0.05
C 0.98 -1.42 -3.56
C -0.06 -2.48 -3.21
C -1.08 -2.59 -4.36
C -0.82 -2.48 -1.88
C -1.57 -3.63 -1.65
C -2.15 -3.50 -0.41
C -3.10 -4.47 0.22
C -4.45 -4.41 -0.50
C -2.53 -5.89 0.20
N -1.78 -2.31 0.08
N -0.94 -1.67 -0.80
B -2.14 -1.71 1.45
N -2.80 -0.34 1.27
N -2.03 0.71 0.86
C -2.81 1.82 0.97
C -4.06 1.44 1.43
C -4.04 0.07 1.60
C -5.30 -0.69 1.95
C -5.25 -2.12 2.47
C -6.22 -0.64 0.71
C -2.56 3.27 0.65
C -2.81 4.17 1.87
C -3.45 3.73 -0.51
N -0.86 -1.59 2.30
N 0.32 -1.11 1.79
C 1.30 -1.45 2.67
C 0.69 -2.09 3.75
C -0.66 -2.18 3.50
C -1.67 -2.71 4.47
C -2.34 -4.03 4.07
C -2.66 -1.62 4.88
C 2.83 -1.37 2.78
C 3.52 -0.06 2.49
C 3.63 -2.52 2.16
H 0.84 -1.10 -4.60
H 0.89 -0.53 -2.95
H 1.99 -1.80 -3.48
H 0.47 -3.44 -3.18
H -1.60 -1.64 -4.49
H -0.55 -2.82 -5.28
H -1.82 -3.37 -4.19
H -1.66 -4.47 -2.32
H -3.25 -4.19 1.26
H -4.35 -4.77 -1.53
H -5.18 -5.04 0.00
H -4.84 -3.39 -0.54
H -2.40 -6.24 -0.83
H -1.56 -5.93 0.70
H -3.21 -6.57 0.70
H -2.88 -2.43 2.00
H -4.90 2.09 1.61
H -5.77 -0.08 2.73
H -4.93 -2.82 1.69
H -4.62 -2.24 3.34
H -6.27 -2.40 2.76
H -5.76 -1.19 -0.12
H -7.18 -1.10 0.94
H -6.40 0.38 0.38
H -1.53 3.42 0.37
H -3.82 4.05 2.24
H -2.12 3.97 2.69
H -2.69 5.22 1.58
H -4.50 3.58 -0.26
H -3.31 4.79 -0.70
H -3.25 3.19 -1.43
H 1.19 -2.46 4.62
H -1.07 -2.94 5.35
H -3.14 -3.90 3.35
H -1.61 -4.73 3.66
H -2.77 -4.49 4.96
H -3.12 -1.14 4.02
H -3.45 -2.04 5.51
H -2.16 -0.85 5.46
H 2.93 -1.54 3.85
H 3.51 0.15 1.42
H 3.07 0.77 3.02
H 4.56 -0.13 2.80
H 3.88 -2.32 1.12
H 4.57 -2.59 2.70
H 3.12 -3.48 2.24
C -0.43 1.71 3.55
C 0.94 2.22 3.20
C 1.72 2.72 4.24
C 2.99 3.22 4.02
C 3.52 3.20 2.74
C 2.78 2.72 1.67
C 3.47 2.66 0.32
C 1.48 2.26 1.91
N 0.66 1.92 0.75
C 0.42 2.91 -0.04
C 0.75 4.35 0.23
C -0.29 2.61 -1.32
C -0.62 3.78 -2.19
N -0.57 1.37 -1.56
C -1.07 1.13 -2.91
C -2.37 0.69 -3.17
C -3.36 0.22 -2.14
C -2.80 0.68 -4.50
C -1.97 1.06 -5.54
C -0.66 1.43 -5.27
C -0.19 1.48 -3.96
C 1.24 1.93 -3.77
H -0.46 1.45 4.61
H -0.70 0.83 2.98
H -1.21 2.46 3.38
H 1.32 2.71 5.24
H 3.58 3.60 4.84
H 4.53 3.54 2.56
H 4.40 2.11 0.42
H 3.74 3.66 -0.02
H 2.88 2.18 -0.45
H 1.03 4.52 1.26
H -0.11 4.98 -0.01
H 1.57 4.68 -0.41
H -1.20 4.50 -1.62
H -1.18 3.51 -3.07
H 0.30 4.29 -2.49
H -3.74 1.04 -1.54
H -2.92 -0.51 -1.47
H -4.20 -0.25 -2.64
H -3.81 0.36 -4.72
H -2.33 1.04 -6.56
H 0.01 1.69 -6.07
H 1.88 1.39 -4.46
H 1.62 1.75 -2.76
H 1.35 2.99 -3.99
S 1.97 -0.53 -0.67
C 2.24 -2.25 -0.79
C 3.36 -2.61 -1.55
C 3.65 -3.95 -1.70
C 2.84 -4.88 -1.07
C 1.76 -4.41 -0.31
N 1.47 -3.13 -0.16
H 3.98 -1.85 -2.01
H 4.50 -4.27 -2.29
H 3.03 -5.94 -1.15
H 1.11 -5.11 0.21
*
```

Löwdin atomic charge list, values in e, 8 entries: Ir 1.2339; C -0.0703; C -0.3077; C -0.0318; C -0.2170; C 0.0201; C -0.1760; C -0.3503


# C4H5NO2

C4H5NO2 as an isolated structure at a distorted geometry (wB97M-V/def2-TZVPD, OMol25).

Summary:
lowest unoccupied orbital energy = 0.261 eV
E_HOMO = -0.284 Eh
orbital gap = 7.98 eV
E = -9809.705 eV

ORCA input file:
```
! wB97M-V def2-TZVPD RIJCOSX def2/J DEFGRID3
* xyz 0 1
N 0.23 1.18 0.55
C 0.69 -0.27 0.68
C -1.09 0.34 -0.14
C -0.56 -1.01 0.22
O 0.19 -1.69 -0.79
C 1.29 -0.81 -0.53
O 2.26 -0.66 -1.22
H 0.71 1.74 -0.17
H 0.38 1.70 1.44
H -1.99 0.70 0.36
H -1.02 0.58 -1.20
H -1.13 -1.69 0.86
*
```

natural (NBO) atomic charge list, values in e, 8 entries: N -0.6126; C -0.3017; C -0.1247; C -0.0153; O -0.5072; C 0.6858; O -0.5956; H 0.4023


Repeat the first record exactly.
# C5H4NO5Pt

C5H4NO5Pt as an isolated structure at a distorted geometry (wB97M-V/def2-TZVPD, OMol25).

Summary:
lowest unoccupied orbital energy (spin up / spin down) = -4.071 / -5.724 eV
E_HOMO (spin up / spin down) = -0.387 / -0.536 Eh
orbital gap (spin up / spin down) = 6.47 / 8.85 eV
E = -20211.511 eV

ORCA input file:
```
! wB97M-V def2-TZVPD RIJCOSX def2/J DEFGRID3
* xyz 1 3
O -1.02 2.69 2.78
C -0.95 1.72 2.24
Pt -0.28 -0.40 -0.36
O 0.44 -1.97 2.39
C 0.20 -1.27 1.53
C 0.24 -1.73 -1.25
O 0.49 -2.55 -2.04
C -0.72 0.81 -2.20
O -0.65 1.08 -3.28
C -2.23 -0.77 0.14
O -3.33 -1.07 0.21
H -0.58 0.93 0.48
N 1.81 0.55 -0.09
H 1.95 1.27 -0.88
H 2.51 -0.22 -0.38
H 2.13 0.93 0.69
*
```

natural (NBO) atomic charge list, values in e, 8 entries: O -0.4459; C 0.4570; Pt 0.6422; O -0.3752; C 0.4950; C 0.3848; O -0.3812; C 0.4824